Entry from the OMol25 dataset: C18H20O6 in the gas phase in a non-equilibrium geometry (the ωB97M-V functional and the def2-TZVPD basis).

```
44
Properties=species:S:1:pos:R:3:forces:R:3
C 1.032453 0.809821 -2.879898 -0.168 -0.047 -0.188
O 1.972264 1.017057 -1.851909 0.240 0.235 0.459
C 1.547829 1.612315 -0.695670 0.097 0.049 0.000
C 0.360170 2.327899 -0.601206 0.078 -0.078 -0.161
C -0.004139 2.968298 0.570427 0.014 0.064 0.081
C 0.814465 2.895705 1.680507 -0.104 0.042 0.001
C 1.983228 2.161504 1.612929 0.119 -0.150 -0.231
C 2.364321 1.509924 0.446420 -0.127 0.129 0.080
O 3.562316 0.842804 0.517428 -0.050 0.382 -0.083
C 3.734773 -0.366209 -0.203831 -0.199 -0.314 -0.336
C 2.707538 -1.390378 0.159767 0.754 -0.442 0.468
C 2.796197 -2.548577 0.889657 0.083 0.579 -0.373
C 1.496596 -3.085011 0.937685 -0.764 0.427 -0.439
C 0.698236 -2.210205 0.238371 0.426 -0.826 0.613
C -0.742064 -2.234943 -0.007055 -0.238 -0.013 -0.094
O -1.477511 -3.122421 0.349081 0.180 0.102 -0.018
O -1.139983 -1.140740 -0.679047 0.380 0.041 0.074
C -2.532158 -1.012932 -0.931677 -0.813 -0.141 0.119
C -3.315650 -0.595620 0.328937 0.613 -0.147 0.089
C -2.775890 0.705840 0.931660 -0.135 -0.149 -0.057
C -3.630121 1.761725 0.233244 -0.129 -0.215 -0.011
C -4.963306 1.029872 0.084878 -0.172 0.346 0.065
O -4.663797 -0.353312 -0.034095 0.027 -0.174 -0.200
O 1.442238 -1.186700 -0.231415 -0.215 0.148 -0.273
H 1.536779 0.185565 -3.616702 -0.076 0.045 0.012
H 0.737515 1.751456 -3.354323 0.005 -0.044 0.033
H 0.149225 0.286959 -2.502482 0.018 0.021 -0.001
H -0.285442 2.406056 -1.461178 -0.043 -0.025 -0.121
H -0.927404 3.526331 0.605502 -0.095 0.052 -0.005
H 0.542089 3.393798 2.597856 -0.019 0.047 0.092
H 2.634702 2.071870 2.468069 0.085 -0.041 0.085
H 4.724761 -0.722524 0.089081 -0.193 -0.061 -0.057
H 3.709021 -0.179931 -1.283365 0.115 -0.074 0.258
H 3.681201 -2.958630 1.330557 0.232 -0.025 0.082
H 1.172369 -3.984444 1.418514 -0.140 -0.181 0.085
H -2.623728 -0.246061 -1.702752 0.018 -0.037 0.045
H -2.936281 -1.960398 -1.300603 0.058 0.146 -0.034
H -3.290262 -1.428631 1.040363 0.010 0.149 -0.092
H -2.956831 0.722363 2.006608 0.033 0.001 0.032
H -1.709701 0.826980 0.750733 0.009 0.000 0.084
H -3.214798 2.003907 -0.745230 0.018 0.065 -0.050
H -3.728395 2.677878 0.810353 0.013 0.081 -0.027
H -5.590621 1.180099 0.974018 0.037 0.021 -0.101
H -5.530008 1.335878 -0.798234 0.018 0.011 0.093
```
Positions in Å, forces in eV/Å.

ΔE to the lowest compared entry with this formula, charge and spin in kcal/mol: 56.6
Orbital gap in eV: 8.97

***

Entry from the OMol25 dataset: C18H21BrN2O4S2 in the gas phase in a non-equilibrium geometry (the ωB97M-V functional and the def2-TZVPD basis).

```
48
Properties=species:S:1:pos:R:3:forces:R:3
C -5.765061 0.534481 0.563007 -0.095 0.012 -0.094
O -4.962175 0.059711 1.619513 0.104 0.006 0.198
C -3.769227 -0.515237 1.328380 0.260 -0.207 0.016
C -3.019712 -0.950727 2.424755 -0.174 0.111 -0.027
C -1.803285 -1.564729 2.229771 -0.086 -0.009 -0.001
C -1.307844 -1.754282 0.948028 0.003 -0.039 -0.160
C -2.029687 -1.305695 -0.144826 0.104 -0.056 0.099
C -1.516524 -1.455638 -1.560829 -0.018 0.119 -0.056
N -0.093133 -1.704324 -1.643735 -0.484 -0.528 -0.033
C 0.795976 -0.693335 -1.608820 0.493 -0.012 -0.234
O 0.450631 0.471404 -1.630286 -0.109 -0.078 -0.176
C 2.267802 -1.131825 -1.576297 0.023 0.123 -0.022
C 2.564059 -1.896190 -0.278624 -0.010 0.222 -0.004
C 2.446696 -0.965690 0.923127 -0.328 -0.541 0.464
N 3.311420 0.186882 0.771910 -0.218 0.806 0.561
S 2.836806 1.557605 1.558282 0.049 0.172 -0.175
O 3.898619 2.510100 1.446563 0.008 0.006 -0.304
O 2.368050 1.153887 2.847988 -0.247 -0.278 -0.094
C 1.443548 2.215043 0.676696 0.355 -0.299 0.493
C 1.462012 3.159024 -0.304210 0.292 -0.122 0.163
C 0.180143 3.436192 -0.816199 -0.222 -0.196 0.145
C -0.768288 2.680532 -0.198131 0.309 -0.208 0.384
Br -2.583958 2.681337 -0.580130 -0.299 0.107 -0.093
S -0.133810 1.636984 1.020795 -0.244 0.611 -0.263
C 4.051858 0.309182 -0.458685 0.336 0.188 -0.574
C 3.182633 0.101634 -1.701778 0.032 0.097 0.080
C -3.263105 -0.693349 0.046711 -0.219 0.032 0.091
H -6.652512 0.950367 1.036709 0.039 -0.002 -0.092
H -6.061273 -0.277742 -0.108587 0.027 0.041 -0.002
H -5.256447 1.317609 -0.007014 -0.023 -0.048 0.006
H -3.418093 -0.793517 3.413903 -0.054 0.027 0.134
H -1.228541 -1.900374 3.079558 0.035 -0.022 0.108
H -0.356933 -2.247066 0.814875 0.104 -0.001 -0.044
H -2.040605 -2.272992 -2.065334 0.047 0.088 0.008
H -1.714014 -0.527405 -2.105643 -0.039 -0.151 0.019
H 0.223017 -2.658172 -1.587225 0.096 0.121 -0.029
H 2.420317 -1.806538 -2.425660 -0.041 0.047 0.059
H 1.874058 -2.731536 -0.146885 0.072 -0.024 0.065
H 3.572325 -2.309956 -0.325126 -0.020 -0.089 -0.012
H 2.720913 -1.487176 1.846977 -0.165 -0.028 -0.119
H 1.408181 -0.628814 1.032624 -0.013 -0.197 -0.033
H 2.368763 3.632844 -0.631830 0.199 0.120 -0.051
H -0.028732 4.140601 -1.600500 -0.068 0.100 -0.101
H 4.874353 -0.415049 -0.441974 -0.012 0.137 0.033
H 4.486014 1.309120 -0.449884 0.163 -0.153 -0.171
H 2.543230 0.976362 -1.843566 0.112 -0.085 -0.036
H 3.832214 0.014204 -2.572673 0.012 0.001 -0.026
H -3.810656 -0.347767 -0.815725 -0.085 0.075 -0.100
```
Positions in Å, forces in eV/Å.

ΔE to the lowest compared entry with this formula, charge and spin in kcal/mol: 2.2
Orbital gap in eV: 9.02

***

Entry from the OMol25 dataset: 2 unconnected molecules or ions with the total composition C18H21BrNO5 in a non-equilibrium geometry (the ωB97M-V functional and the def2-TZVPD basis).

```
46
Properties=species:S:1:pos:R:3:forces:R:3
C 3.041224 -2.322199 1.160182 -0.116 -0.296 0.129
C 2.163454 -2.294319 -0.262488 0.549 0.778 1.598
C 2.546600 -0.832711 -0.963809 0.813 -2.190 -1.395
C 2.247904 -0.782751 -2.579615 -0.169 0.316 -0.242
N 1.938734 0.305811 -0.169852 -1.220 4.215 3.218
C 2.914837 1.178859 0.634939 -2.611 1.733 1.266
C 2.483559 2.431400 1.599949 -3.098 -2.913 -2.644
C 0.890927 2.803392 1.713408 1.565 -2.812 -1.912
C 0.470484 4.064103 2.689042 -2.605 5.347 -0.047
O -0.092210 5.201516 2.265376 4.052 -8.171 2.577
O 0.793438 3.920372 4.144056 -0.681 -2.048 -4.581
C -0.163290 1.877134 0.859399 3.676 0.439 0.539
O -1.607143 2.153592 0.966979 2.700 -3.672 1.167
C -2.100214 1.125640 1.940836 2.482 -3.246 4.960
O -1.253045 0.705302 2.909108 -5.130 3.023 -6.193
C -3.590486 0.438315 1.888628 -3.238 -0.918 -0.127
C -4.384422 0.004659 0.488029 -2.056 -0.411 3.209
C -5.913961 -0.646531 0.571003 1.426 0.679 3.044
C -6.692815 -0.926237 2.010990 4.957 2.171 0.318
C -5.864626 -0.524296 3.374660 1.811 0.815 -2.832
C -4.344740 0.155752 3.329775 -1.552 -0.921 -3.520
C 0.465276 0.630808 -0.057303 0.535 1.811 1.497
Br -0.925924 -0.485526 -1.026048 2.226 1.627 1.436
H 2.394525 -1.926701 2.082471 1.367 -1.110 -2.076
H 3.427442 -3.418380 1.338131 -0.909 2.254 -0.066
H 3.990245 -1.632771 1.123986 -1.751 -1.353 -0.144
H 2.422217 -3.216074 -0.935397 -0.344 2.101 1.083
H 1.043045 -2.374840 0.065047 2.066 0.294 -0.994
H 3.732507 -0.750791 -0.852362 -2.791 0.193 -0.054
H 2.191835 0.344122 -2.966125 0.295 -2.567 0.796
H 1.238629 -1.305583 -2.875426 2.065 1.053 0.722
H 3.130656 -1.368019 -3.130796 -1.967 1.451 1.322
H 4.060509 0.913057 0.572281 -2.747 0.398 -0.100
H 3.315055 3.003668 2.191512 -1.845 -1.214 -1.329
H 0.906865 2.916616 4.288929 -0.185 2.043 -0.181
H -3.876747 0.153028 -0.575078 -1.286 -0.274 2.639
H -6.515910 -0.935737 -0.415284 1.728 0.770 2.318
H -7.772419 -1.373094 2.098975 2.427 0.987 -0.362
H -6.305403 -0.675838 4.473795 0.953 0.312 -2.868
H -3.772097 0.447593 4.314786 -1.390 -0.683 -2.209
C 2.466904 -1.446073 -6.409685 -0.039 0.035 -0.284
O 1.690096 -0.475301 -5.732494 -0.424 0.474 0.014
H 3.025418 -2.030130 -5.674463 -0.117 0.125 -0.058
H 1.809298 -2.110103 -6.975852 0.225 -0.156 -0.054
H 3.167544 -0.947644 -7.084164 0.108 -0.251 -0.041
H 1.206225 0.026911 -6.410030 0.246 -0.235 0.460
```
Positions in Å, forces in eV/Å.

Net charge: +1
ΔE to the lowest compared entry with this formula, charge and spin in kcal/mol: 466.3
Orbital gap in eV: 6.02